one | DFT (ωB97M-V with the def2-TZVPD basis set) results for a 2-piece molecular cluster, C5H14S overall.

SMILES: CCC.CSC
Kohn-Sham gap: 9.49 eV
HOMO level: -8.4821 eV

The geometry in XYZ format:
```
20
Properties=species:S:1:pos:R:3:lowdin_charge:R:1
C -0.51279 -0.80771 -2.20491 -0.11
C 0.48910 0.34718 -2.41952 -0.29
C -0.20858 1.71713 -2.60954 -0.12
H -0.50276 -1.56767 -2.97644 0.06
H -0.29718 -1.28522 -1.25351 0.04
H -1.52662 -0.41647 -2.10879 0.06
H 1.11501 0.14686 -3.28496 0.09
H 1.13557 0.44508 -1.55586 0.08
H -1.21965 1.61116 -2.99790 0.06
H 0.32512 2.36799 -3.30869 0.06
H -0.19598 2.25373 -1.66616 0.06
C 0.02340 -0.03787 4.21917 -0.45
S 1.31860 -0.53681 3.09468 0.74
C 0.37395 -1.05241 1.67035 -0.48
H 0.27066 0.90362 4.70601 0.03
H -0.94840 0.12284 3.74494 0.04
H -0.17270 -0.80721 4.96877 0.03
H -0.32971 -1.85076 1.89944 0.04
H 1.03503 -1.34480 0.85276 0.02
H -0.17207 -0.20865 1.23014 0.03
```

two | DFT (ωB97M-V with the def2-TZVPD basis set) results for a 2-piece molecular cluster, C5H14S overall.

SMILES: CCSC.CC
Kohn-Sham gap: 9.35 eV
HOMO level: -8.4272 eV

The geometry in XYZ format:
```
20
Properties=species:S:1:pos:R:3:lowdin_charge:R:1
C -1.01294 0.63382 -2.10101 -0.14
C -1.50158 -0.79067 -2.20137 -0.55
S -1.03881 -1.95744 -0.88940 0.80
C 0.68937 -1.97982 -0.81987 -0.52
H -0.40051 0.73619 -1.24809 0.03
H -1.95163 1.25913 -1.95599 0.10
H -0.58626 0.90107 -3.00862 0.05
H -2.51125 -0.86364 -2.25356 0.01
H -1.31669 -1.26527 -3.21074 0.09
H 1.23011 -2.19810 0.12396 0.05
H 1.35907 -2.44840 -1.62455 0.07
H 1.10998 -1.02279 -1.02395 0.00
C 0.17554 1.62631 2.16888 -0.15
C 1.39767 0.68124 2.76658 -0.17
H -0.72481 0.86805 2.42785 0.10
H 0.07576 2.55389 2.86107 0.08
H 0.25479 1.84120 1.19188 -0.03
H 1.21050 -0.41280 2.55447 0.04
H 1.19387 0.73698 3.92105 0.08
H 2.34782 1.10106 2.32142 0.06
```

three | DFT (ωB97M-V with the def2-TZVPD basis set) results for a 2-piece molecular cluster, C5H14S overall.

SMILES: CCSC.CC
Kohn-Sham gap: 9.45 eV
HOMO level: -8.4738 eV

The geometry in XYZ format:
```
20
Properties=species:S:1:pos:R:3:lowdin_charge:R:1
C -2.83834 -0.87036 -0.19405 -0.20
C -1.72772 0.16264 -0.36654 -0.58
S -1.59542 1.55060 0.83752 0.76
C -0.78555 2.90921 -0.11136 -0.40
H -3.74577 -0.40305 0.26744 0.08
H -2.49740 -1.83690 0.27000 0.07
H -3.14128 -1.50900 -1.00379 0.05
H -0.68882 -0.34874 -0.56710 0.09
H -2.08922 0.80031 -1.24735 0.07
H -0.02629 3.27339 0.55365 0.01
H -0.28618 2.82152 -1.04058 0.03
H -1.49281 3.68353 -0.31047 0.01
C 2.17084 -1.94770 0.17689 -0.13
C 2.96422 -0.62041 0.56893 -0.14
H 2.87643 -2.77148 0.31194 0.06
H 1.29644 -2.21378 0.66450 0.02
H 1.87526 -1.82879 -0.84047 0.04
H 3.85384 -0.33551 -0.11940 0.09
H 3.50724 -0.77817 1.42413 0.01
H 2.37052 0.26268 0.72612 0.04
```

Going by the energies, one is most stable and the next is 32.0 kcal/mol up.

one | DFT (ωB97M-V with the def2-TZVPD basis set) results for a 2-piece molecular cluster, C5H14S overall.

SMILES: CCSC.CC
Kohn-Sham gap: 9.22 eV
HOMO level: -8.2746 eV

The geometry in XYZ format:
```
20
Properties=species:S:1:pos:R:3:lowdin_charge:R:1
C 1.98984 1.61323 -0.15265 -0.16
C 1.37338 1.90878 -1.50552 -0.55
S 0.43432 0.55172 -2.30697 0.77
C 1.04847 -1.02819 -1.64954 -0.42
H 1.56160 0.72019 0.29809 0.04
H 1.66279 2.40965 0.52810 0.07
H 3.06656 1.60562 -0.00336 0.07
H 0.83906 2.82236 -1.58692 0.05
H 2.13362 2.11479 -2.26871 0.05
H 1.60954 -0.95571 -0.72287 0.02
H 0.17805 -1.64946 -1.45806 0.02
H 1.70567 -1.47621 -2.38825 0.02
C -2.44781 -0.33667 1.65698 -0.16
C -1.92931 -1.78699 1.63689 -0.17
H -3.46888 -0.35722 1.26964 0.06
H -2.34048 0.02369 2.67280 0.06
H -2.07841 0.33512 0.87940 0.05
H -0.92640 -1.91267 1.23044 0.05
H -2.69552 -2.43999 1.23090 0.06
H -1.71608 -2.16204 2.63962 0.06
```

two | DFT (ωB97M-V with the def2-TZVPD basis set) results for a 2-piece molecular cluster, C5H14S overall.

SMILES: CCSC.CC
Kohn-Sham gap: 9.34 eV
HOMO level: -8.3775 eV

The geometry in XYZ format:
```
20
Properties=species:S:1:pos:R:3:lowdin_charge:R:1
C -2.03454 -2.01381 0.47282 -0.19
C -0.98331 -1.33490 -0.35077 -0.57
S 0.19585 -2.52686 -1.06336 0.78
C 1.22011 -1.41146 -2.03281 -0.43
H -1.51501 -2.76950 1.07799 0.06
H -2.87782 -2.57334 0.08752 0.07
H -2.36303 -1.44498 1.35833 0.08
H -1.41790 -0.75766 -1.17834 0.08
H -0.37285 -0.62880 0.21189 0.03
H 1.31234 -0.44204 -1.54852 0.01
H 2.21708 -1.84597 -2.08442 0.03
H 0.78542 -1.26788 -3.01724 0.03
C 0.55668 1.67275 0.80543 -0.19
C 0.88039 3.10140 1.23784 -0.16
H 0.68832 0.98234 1.63377 0.07
H -0.42233 1.55252 0.33631 0.06
H 1.24032 1.33671 0.02432 0.05
H 0.28700 3.35958 2.10979 0.06
H 0.66783 3.81071 0.43486 0.06
H 1.93547 3.20120 1.48459 0.06
```

three | DFT (ωB97M-V with the def2-TZVPD basis set) results for a 2-piece molecular cluster, C5H14S overall.

SMILES: CCSC.CC
Kohn-Sham gap: 9.58 eV
HOMO level: -8.5402 eV

The geometry in XYZ format:
```
20
Properties=species:S:1:pos:R:3:lowdin_charge:R:1
C 1.56042 1.00972 -2.59499 -0.17
C 0.11467 1.21041 -2.17179 -0.57
S -0.34622 0.46818 -0.58784 0.79
C 0.24974 1.66195 0.61211 -0.44
H 1.97979 0.06478 -2.26089 0.06
H 2.27798 1.80666 -2.40338 0.07
H 1.59869 0.89286 -3.68875 0.07
H -0.16964 2.26207 -2.20026 0.07
H -0.58582 0.71570 -2.83925 0.05
H -0.39305 1.62533 1.50013 0.02
H 1.25094 1.49723 0.99920 0.03
H 0.17171 2.71994 0.34772 0.04
C -0.37334 -1.96599 3.08271 -0.17
C -1.03524 -2.72477 1.92940 -0.16
H -0.83096 -1.96199 4.06681 0.06
H 0.58848 -2.49265 3.26284 0.06
H 0.08692 -1.00364 2.87996 0.04
H -2.11097 -2.51724 2.00123 0.06
H -0.59372 -2.46161 0.97746 0.04
H -1.03570 -3.80307 2.07812 0.06
```

Going by the energies, two is most stable and the next is 4.1 kcal/mol up.

one | DFT (ωB97M-V with the def2-TZVPD basis set) results for one molecule with the formula C2H7N3.

SMILES: [H]/N=C(\N)CN
Kohn-Sham gap: 10.38 eV
HOMO level: -9.5726 eV

The geometry in XYZ format:
```
12
Properties=species:S:1:pos:R:3:lowdin_charge:R:1
H 1.42157 1.98871 -0.10553 0.06
N 0.49307 1.49093 0.02441 0.10
C 0.54203 0.21118 0.03819 -0.56
N 1.69496 -0.58177 0.20600 0.06
C -0.72157 -0.56275 -0.09460 -0.31
N -2.06811 0.04628 0.04252 -0.08
H 2.50149 0.03979 -0.02498 0.09
H 1.81703 -1.47740 -0.42511 0.14
H -0.69447 -1.41523 0.69449 0.14
H -0.70372 -1.01824 -1.11798 0.12
H -2.05247 1.09946 -0.40412 0.12
H -2.22982 0.17904 1.16671 0.12
```

two | DFT (ωB97M-V with the def2-TZVPD basis set) results for a 2-piece molecular cluster, C2H7N3 overall.

SMILES: [H]/N=C\N.C=N
Kohn-Sham gap: 9.00 eV
HOMO level: -8.5207 eV

The geometry in XYZ format:
```
12
Properties=species:S:1:pos:R:3:lowdin_charge:R:1
H -0.41230 1.55772 2.88382 0.04
N -0.86486 2.05386 2.11916 0.05
C -0.17184 2.97147 1.60785 -0.39
N 0.92243 3.55017 2.24276 0.04
H -0.35330 3.37668 0.61883 0.10
H 0.93464 3.43341 3.24378 0.08
H 1.11948 4.50226 1.94700 0.08
C -0.23240 -4.79476 -2.66656 -0.16
N 0.13920 -3.88351 -3.45798 -0.01
H 0.37074 -5.54392 -2.13415 0.06
H -1.21660 -4.69157 -2.17058 0.06
H 0.32473 -4.15048 -4.42320 0.05
```

Going by the energies, one is most stable and the next is 45.2 kcal/mol up.

one | DFT (ωB97M-V with the def2-TZVPD basis set) results for one molecule with the formula C2H7N3.

SMILES: C/N=C/NN
Kohn-Sham gap: 9.89 eV
HOMO level: -8.7331 eV

The geometry in XYZ format:
```
12
Properties=species:S:1:pos:R:3:lowdin_charge:R:1
C 2.44712 0.12808 0.06099 -0.20
N 1.12048 -0.36243 -0.00769 -0.07
C 0.02158 0.29366 -0.07605 -0.26
N -1.15511 -0.42188 -0.22004 -0.12
N -2.34271 0.29029 0.12400 -0.04
H 2.94363 0.05503 -0.90414 0.05
H 3.16573 -0.55692 0.74929 0.11
H 2.49025 1.21302 0.40005 0.08
H 0.04682 1.38010 -0.20875 0.12
H -1.07981 -1.39297 0.31128 0.17
H -3.12041 0.22728 -0.58523 0.10
H -2.61700 0.00224 1.05395 0.06
```

two | DFT (ωB97M-V with the def2-TZVPD basis set) results for one molecule with the formula C2H7N3.

SMILES: C/N=C\NN
Kohn-Sham gap: 9.91 eV
HOMO level: -8.9446 eV

The geometry in XYZ format:
```
12
Properties=species:S:1:pos:R:3:lowdin_charge:R:1
C 0.55524 1.25909 -0.22923 -0.20
N 0.81145 0.20536 -1.32766 0.00
C -0.17091 -0.67356 -1.06386 -0.28
N -0.87740 -0.80981 0.07990 -0.14
N -0.32187 -0.78750 1.30001 -0.01
H 1.40583 1.46044 0.53085 0.08
H -0.56448 1.18804 0.13514 0.10
H 0.75793 2.32320 -0.72091 0.09
H -0.64398 -1.36571 -1.86084 0.14
H -1.29340 -1.64946 -0.16268 0.08
H 0.62134 -1.16139 1.52627 0.12
H -0.27976 0.01130 1.79300 0.02
```

three | DFT (ωB97M-V with the def2-TZVPD basis set) results for one molecule with the formula C2H7N3.

SMILES: [H]/N=C/NNC
Kohn-Sham gap: 9.26 eV
HOMO level: -8.2284 eV

The geometry in XYZ format:
```
12
Properties=species:S:1:pos:R:3:lowdin_charge:R:1
H -1.46115 -0.51830 -2.37349 0.04
N -1.03675 -0.11394 -1.54376 0.07
C -0.19416 -0.91379 -1.05585 -0.34
N 0.39598 -0.71102 0.16411 -0.06
N 0.54054 0.66667 0.39696 -0.14
C 0.26763 0.98789 1.75792 -0.13
H 0.02671 -1.93689 -1.40987 0.12
H 1.34166 -1.09628 0.30799 0.14
H -0.02621 1.18369 -0.28441 0.09
H 0.25109 0.05789 2.32439 0.08
H -0.73109 1.15546 2.02452 0.05
H 0.85980 1.81778 2.07732 0.07
```

Going by the energies, three is most stable and the next is 3.7 kcal/mol up.

one | DFT (ωB97M-V with the def2-TZVPD basis set) results for C6H8N as an isolated structure.

Kohn-Sham gap (spin up / spin down): 6.96 / 6.96 eV
HOMO level (spin up / spin down): -13.4646 / -13.4646 eV
Net charge: +1

The geometry in XYZ format:
```
15
Properties=species:S:1:pos:R:3:lowdin_charge:R:1
C 0.76684 0.88050 1.93158 0.03
C 0.54480 -0.34468 1.24668 0.02
C 0.69652 2.03708 0.96184 0.05
C 0.23764 1.31338 0.03402 0.19
C 0.36682 -0.11059 -0.27381 -0.22
C -0.78458 -1.03114 -0.74882 -0.28
N -1.15228 -0.98784 -2.07333 0.01
H 0.54900 0.93986 3.06879 0.17
H 0.45208 -1.43393 1.57387 0.17
H 1.37847 -0.25128 -0.77893 0.21
H -1.56228 -0.70147 -0.02941 0.15
H -0.46512 -2.01450 -0.57159 0.12
H -0.47851 -1.28064 -2.79914 0.11
H -1.51213 -0.10431 -2.50960 0.12
H 0.96274 3.08956 0.96785 0.16
```

two | DFT (ωB97M-V with the def2-TZVPD basis set) results for a 2-piece molecular cluster, C6H8N overall.

Kohn-Sham gap: 6.49 eV
HOMO level: -12.9263 eV
Net charge: +1

The geometry in XYZ format:
```
15
Properties=species:S:1:pos:R:3:lowdin_charge:R:1
C 3.71134 0.09419 -1.23493 0.07
C -1.36897 0.85576 -0.57984 0.39
C -1.78268 1.30981 0.55918 -0.11
C 2.20742 -1.13906 0.42326 -0.03
C 1.38992 -0.25165 -0.14789 0.09
C -2.81752 2.25978 1.08193 -0.01
N 2.78601 -0.35681 -0.52093 -0.18
H 3.60617 0.99300 -1.75877 0.08
H 4.68122 -0.40162 -1.22898 0.10
H -1.13191 0.58941 -1.55672 0.07
H -1.15099 1.08206 1.34417 0.12
H 2.52557 -1.93415 1.13063 0.13
H -3.39229 1.76109 1.78780 0.08
H -3.51715 2.60660 0.25852 0.13
H -2.41971 3.12985 1.48646 0.08
```

Going by the energies, one is most stable and the next is 65.6 kcal/mol up.

one | DFT (ωB97M-V with the def2-TZVPD basis set) results for an isolated ion of composition C6H8N and charge +1.

Kohn-Sham gap: 8.87 eV
HOMO level: -13.8240 eV
Net charge: +1

The geometry in XYZ format:
```
15
Properties=species:S:1:pos:R:3:lowdin_charge:R:1
C 1.75470 0.83297 0.26687 0.11
C 0.64030 -0.01248 0.04487 -0.04
C 2.80713 -0.20892 0.42154 -0.05
C -0.82528 0.12291 -0.21288 -0.08
C 1.70817 -0.78395 -0.32728 0.04
C -3.13208 -0.11448 0.15531 -0.14
N -1.82266 -0.27829 0.47392 0.00
H 1.71152 1.80167 -0.24845 0.17
H 3.81001 0.01390 0.01257 0.15
H 2.85205 -0.73732 1.45374 0.18
H -0.82882 0.92884 -1.03402 0.16
H 1.91522 -1.25013 -1.29634 0.18
H -3.40430 0.43408 -0.78583 0.11
H -3.63915 -0.98049 -0.07130 0.07
H -3.54680 0.23169 1.14728 0.13
```

two | DFT (ωB97M-V with the def2-TZVPD basis set) results for an isolated ion of composition C6H8N and charge +1.

SMILES: C=C=C1[C@H]2C[C@]12[NH3+]
Kohn-Sham gap: 8.96 eV
HOMO level: -12.7200 eV
Net charge: +1

The geometry in XYZ format:
```
15
Properties=species:S:1:pos:R:3:lowdin_charge:R:1
C -3.11974 -0.15617 0.21531 0.06
C -1.86153 -0.09540 0.00502 -0.02
C -0.60455 -0.03881 -0.22877 -0.14
C 0.45271 -0.45517 -1.14273 -0.04
C 1.34334 0.71464 -1.23437 0.01
C 0.74785 0.36794 0.08291 -0.23
N 1.53778 -0.03759 1.31255 0.30
H -3.66753 -0.84931 0.88974 0.10
H -3.90904 0.35809 -0.21980 0.05
H 0.57453 -1.53721 -1.29935 0.17
H 2.31041 0.57434 -1.48779 0.09
H 0.93975 1.71305 -1.58045 0.15
H 1.06760 -0.91755 1.66579 0.22
H 1.69063 0.65718 1.91014 0.11
H 2.49780 -0.29802 1.11179 0.18
```

Going by the energies, one is most stable and the next is 11.7 kcal/mol up.